DFT (ωB97M-V with the def2-TZVPD basis set) results for one molecule with the formula C4H10N2O in a non-equilibrium geometry.

```
17
Properties=species:S:1:pos:R:3:nbo_charge:R:1
C -0.554 1.718 -0.926 -0.723
C -1.241 1.057 0.252 0.697
O -2.443 1.123 0.400 -0.612
N -0.446 0.498 1.233 -0.622
C 0.869 -0.056 0.989 -0.234
C 1.011 -1.087 -0.159 -0.244
N -0.268 -1.852 -0.374 -0.835
H -1.009 2.697 -1.049 0.247
H -0.780 1.119 -1.809 0.235
H 0.515 1.769 -0.790 0.207
H -1.061 -0.051 1.822 0.399
H 1.214 -0.529 1.910 0.205
H 1.572 0.763 0.795 0.196
H 1.808 -1.768 0.147 0.183
H 1.269 -0.615 -1.095 0.187
H -0.330 -2.016 -1.375 0.358
H -0.126 -2.771 0.030 0.355
```

The HOMO-LUMO gap comes out at 10.1 eV. The calculation puts the total energy at -9337.972 eV. Its LUMO energy is 0.78 eV. The value obtained for the energy above the lowest of the compared OMol25 structures with the same formula, charge and spin is 97.97 kJ/mol.



DFT (ωB97M-V with the def2-TZVPD basis set) results for a 2-piece molecular cluster, C4H10N2O overall in a non-equilibrium geometry.

```
17
Properties=species:S:1:pos:R:3:nbo_charge:R:1
N 1.578 -2.287 -1.665 -0.833
C 1.979 -1.000 -1.144 -0.010
C 1.682 -0.579 0.104 -0.117
N 1.820 0.784 0.496 -0.862
H 1.928 -2.401 -2.612 0.371
H 0.584 -2.452 -1.647 0.374
H 2.561 -0.359 -1.838 0.193
H 1.116 -1.293 0.749 0.147
H 2.227 0.979 1.430 0.370
H 0.933 1.280 0.428 0.367
C -3.106 1.780 0.133 -0.519
C -2.120 0.871 0.406 0.138
O -1.785 0.465 1.686 -0.681
H -3.366 2.027 -0.873 0.208
H -3.340 2.539 0.881 0.208
H -1.624 0.298 -0.389 0.164
H -1.131 -0.254 1.573 0.482
```

The HOMO-LUMO gap comes out at 9.3 eV. The calculation puts the total energy at -9335.725 eV. Its LUMO energy is 0.74 eV. The value obtained for the energy above the lowest of the compared OMol25 structures with the same formula, charge and spin is 314.73 kJ/mol.



DFT (ωB97M-V with the def2-TZVPD basis set) results for one molecule with the formula C4H10N2O in a non-equilibrium geometry.

```
17
Properties=species:S:1:pos:R:3:nbo_charge:R:1
N -0.559 1.816 -0.379 -0.865
C 0.084 0.725 -1.172 -0.236
C -0.255 -0.783 -0.986 -0.438
C -0.761 -1.166 0.416 -0.226
N -0.177 -0.268 1.500 -0.632
C 1.213 -0.412 1.691 0.534
O 2.155 0.316 1.941 -0.584
H -1.179 2.428 -0.924 0.373
H 0.141 2.325 0.024 0.368
H 1.174 0.743 -1.123 0.197
H -0.174 0.965 -2.168 0.190
H 0.665 -1.397 -1.136 0.210
H -0.924 -1.044 -1.839 0.213
H -1.873 -1.218 0.468 0.210
H -0.478 -2.170 0.717 0.204
H -0.516 0.617 1.301 0.401
H 1.463 -1.477 1.668 0.080
```

The HOMO-LUMO gap comes out at 10.4 eV. The calculation puts the total energy at -9336.910 eV. Its LUMO energy is 0.88 eV. The value obtained for the energy above the lowest of the compared OMol25 structures with the same formula, charge and spin is 200.47 kJ/mol.



DFT (ωB97M-V with the def2-TZVPD basis set) results for one molecule with the formula C4H10N2O in a non-equilibrium geometry.

```
17
Properties=species:S:1:pos:R:3:nbo_charge:R:1
C -0.555 1.995 -0.904 -0.419
N -0.292 1.224 0.321 -0.624
C 0.942 0.452 0.153 -0.249
C 0.706 -0.956 -0.361 -0.251
N -0.593 -1.590 -0.039 -0.609
C -0.723 -2.164 1.190 0.523
O 0.231 -2.597 1.816 -0.618
H 0.347 2.494 -1.271 0.171
H -1.262 2.809 -0.740 0.203
H -0.985 1.312 -1.633 0.189
H -0.120 1.853 1.090 0.360
H 1.480 0.355 1.097 0.208
H 1.670 0.905 -0.532 0.177
H 0.776 -1.137 -1.434 0.197
H 1.501 -1.608 -0.007 0.236
H -1.396 -1.095 -0.360 0.387
H -1.727 -2.251 1.615 0.118
```

The HOMO-LUMO gap comes out at 10.5 eV. The calculation puts the total energy at -9337.445 eV. Its LUMO energy is 0.91 eV. The value obtained for the energy above the lowest of the compared OMol25 structures with the same formula, charge and spin is 148.86 kJ/mol.